No. 1
Below is 2 unconnected molecules or ions with the total composition C4H12, with properties calculated with ωB97M-V/def2-TZVPD.

```
16
C4H12 (ωB97M-V/def2-TZVPD)
C 1.46914 1.55697 -0.85703
H -1.50218 -3.25655 1.22616
H 0.19947 -2.80357 1.51283
H -0.20192 2.64848 -1.83856
H -0.33696 -0.47296 0.65878
H 1.85591 1.26665 -1.84257
H -0.31999 -1.81375 -0.56981
C 0.13019 2.28960 -0.86515
C -0.81179 -2.42269 1.40699
H 0.16270 3.04030 -0.08241
H -1.05345 -1.97815 2.38099
H 1.37953 0.65261 -0.27587
H -1.80929 -1.07213 -0.11604
H -0.63823 1.57423 -0.53615
H 2.30600 2.15501 -0.49360
C -0.82914 -1.36404 0.29144
```

The calculation puts the total energy at -4342.2329 eV. Its HOMO-LUMO gap is 12.8413 eV. Its structure (SMILES) is CC.CC.



No. 2
Below is 2 unconnected molecules or ions with the total composition C3H5NSe, with properties calculated with ωB97M-V/def2-TZVPD.

```
10
C3H5NSe (ωB97M-V/def2-TZVPD)
H 2.01546 1.03901 2.27136
C 0.61790 -0.23954 -1.21979
H -3.85910 -0.18447 -0.44830
H 2.64604 0.00094 0.87794
Se 0.28890 0.84311 0.23470
H 1.65278 -0.32850 -1.56515
C 1.69290 0.44002 1.35101
N -1.94892 -0.69956 0.46272
C -2.94203 -0.44379 -0.01046
H -0.16393 -0.42721 -1.95404
```

The calculation puts the total energy at -70022.8084 eV. Its HOMO-LUMO gap (spin up / spin down) is 7.1826 / 8.6380 eV. As for the multiplicity: 3.



No. 3
Below is 2 unconnected molecules or ions with the total composition C5H11NO, with properties calculated with ωB97M-V/def2-TZVPD.

```
18
C5H11NO (ωB97M-V/def2-TZVPD)
H -0.75674 -0.92633 -1.24387
H -2.57090 -2.33434 -0.65845
C 1.15907 0.98798 -0.34288
H 1.42985 2.69272 -1.51156
N 0.34253 -1.14182 0.49458
H 2.96137 1.62214 -1.18775
C 1.51599 -0.42947 0.03311
H -1.82183 -2.71906 1.00234
O -1.83628 2.26795 1.10631
H 2.14596 -0.36155 0.93041
H 0.11166 1.25966 -0.27714
C 1.89663 1.82257 -1.06981
C -0.74558 -1.44645 -0.28167
H -2.43948 1.90013 0.44327
H -1.98594 1.72501 1.88835
C -1.75498 -2.25859 0.03485
H 1.98569 -1.03332 -0.73453
H 0.36297 -1.62723 1.37446
```

The calculation puts the total energy at -8899.1251 eV. Its HOMO-LUMO gap is 8.7834 eV. Its structure (SMILES) is C=CCNC=C.O.



No. 4
Below is a molecular structure, C42H36Br2CdIN5O3P, with properties calculated with ωB97M-V/def2-TZVPD.

```
91
C42H36Br2CdIN5O3P (ωB97M-V/def2-TZVPD)
C 3.43665 0.39416 -4.48384
Cd 0.36065 -1.03704 0.36806
H -1.69465 3.84196 3.49806
N -0.19895 -3.32304 1.24806
H -1.01295 5.96336 0.40026
H 1.23475 2.56756 -0.86144
H -3.27225 -2.41984 1.05346
C 4.25595 -0.93964 3.70836
C -1.99245 1.94096 2.55716
C 0.23145 2.67516 -5.89044
H 2.65325 2.54486 6.86256
O 3.24985 -0.40144 6.37326
C 2.59185 -0.14944 5.39046
C -3.33595 0.01416 -1.54134
H -1.72785 3.45196 -5.55104
H 4.28845 -0.16244 -4.12584
H -3.09845 4.79936 -0.20624
C 0.07855 -5.57554 1.99146
N 2.23575 -1.38274 1.85186
C 4.55255 -1.39674 2.43596
H 5.02345 -0.76174 4.44796
H -3.26665 -2.07524 -4.78024
C 0.13195 2.99696 2.73506
C -0.89385 2.38166 -1.05154
H -2.57685 -2.55984 -0.56944
O -3.34105 -0.39474 2.02156
H 1.13695 1.00336 4.51896
C -0.92405 2.83406 -5.18384
Br 2.52885 -4.28034 -0.94304
H -3.05655 -5.02054 0.87066
H -1.28165 -0.79554 -4.10484
C 1.28025 1.87636 -5.39314
C -2.02425 -4.84644 1.12766
H 5.56915 -1.59484 2.13716
C -1.47735 -3.57344 0.96796
C -2.21825 -0.30964 1.53106
H 0.71465 -6.32344 2.43736
H 4.36065 0.82276 -6.37214
C 0.24235 4.33776 -0.19634
C -2.10965 3.02856 -0.87884
C -0.97775 4.96426 -0.00654
C -4.46455 -0.67484 -1.94944
C 0.66845 1.91856 2.04916
H 1.56625 -4.02344 2.02316
C 2.43135 1.71416 -6.18884
C -2.14735 4.30906 -0.34834
C 2.33345 0.55276 -3.68484
N 1.49955 0.65906 5.39546
O 1.72155 2.64816 6.63246
C -2.32725 -2.42404 0.49206
C 0.27905 3.05476 -0.70834
H -3.05685 1.86906 2.72966
C -2.17425 -0.76024 -3.49334
H 0.23545 -5.25584 -1.08194
H 0.03905 1.56576 6.55446
H 1.04345 -5.23534 -2.69574
C 2.92295 -0.70664 4.03876
Br -0.09025 -3.04244 -2.23394
H 2.45465 2.19726 -7.15244
I 2.64365 -0.25674 -1.70614
N -0.06055 0.88246 1.64066
C 1.94785 -0.98664 3.08806
C 3.48585 0.96286 -5.75994
C 0.54915 -4.29254 1.76966
H 1.38015 0.77386 7.44716
C -1.23455 3.01476 2.98306
H -5.32795 -1.96544 -3.42724
H 0.89505 -0.91294 3.33476
C -0.05715 1.40696 -3.41164
C -1.06225 2.17456 -3.96604
C -1.23615 -5.86064 1.63966
H -5.35665 -0.63874 -1.34404
H 1.72835 1.87696 1.82246
C 1.11755 1.39586 6.58486
H 0.36485 3.15876 -6.84524
C -4.44815 -1.42324 -3.11544
C 0.84785 -4.68494 -1.77784
H 3.71605 -1.91664 0.52786
C -2.18725 0.00186 -2.32364
H -3.03535 2.55616 -1.16504
C 3.51305 -1.57854 1.53566
H -1.99755 2.27246 -3.43334
C -1.36915 0.88936 1.89356
H -3.34495 0.53866 -0.60024
C 1.17555 1.25276 -4.10114
N -1.65105 -1.16744 0.69156
H 1.16145 4.84836 0.05096
H 0.76295 3.81086 3.05626
C -3.29355 -1.47424 -3.88134
H -1.64205 -6.85064 1.78646
P -0.59655 0.71006 -1.76634
```

The calculation puts the total energy at -219766.8363 eV. Its HOMO-LUMO gap is 7.9573 eV. Its total charge is +1.



No. 5
Below is C4H7NO3 in the gas phase, with properties calculated with ωB97M-V/def2-TZVPD.

```
15
C4H7NO3 (ωB97M-V/def2-TZVPD)
N -0.49343 -0.34525 -0.28489
C 0.25221 -0.31817 0.89633
H 0.43226 -1.27214 1.40179
H -1.69508 -1.42631 -1.57786
H -1.62821 -2.05817 0.06629
C 0.40552 1.96520 1.35839
H -0.25167 -2.32169 -1.04068
O 0.07241 0.64356 1.81897
H 0.85501 -0.30753 -1.92549
H 0.18706 1.30496 -1.47719
O 1.47450 0.46323 -0.06787
O -0.23001 2.59615 0.58230
C 0.52590 0.33390 -1.09626
H 1.12867 2.35742 2.07958
C -1.03513 -1.61517 -0.73342
```

The calculation puts the total energy at -11891.2951 eV. Its HOMO-LUMO gap is 10.2567 eV. Its structure (SMILES) is CN1CO[C@H]1OC=O.



No. 6
Below is 9 unconnected molecules or ions with the total composition C17H52O9, with properties calculated with ωB97M-V/def2-TZVPD.

```
78
C17H52O9 (ωB97M-V/def2-TZVPD)
O -0.35026 0.59272 0.72755
O 1.80319 -5.03793 4.11645
H -2.51292 3.25883 -5.44753
H 0.22945 -1.24083 -0.04931
H 5.20392 0.50891 -4.05778
H -1.03720 0.69790 0.06524
H -3.90695 4.82517 -3.24957
C -4.41031 -4.75920 -2.10317
O 5.54899 3.38236 0.79325
H 1.26306 -3.82595 -5.67350
H 1.04605 3.60320 3.76793
C 7.16846 4.18670 2.26636
H -6.98983 -0.70187 1.51432
C -2.56050 2.43873 -4.73111
H 1.47736 -0.31254 0.90420
H -1.61060 2.39900 -4.19800
H 1.02226 -6.86009 4.43503
C -3.47995 3.93817 -2.78158
O -6.16150 -3.44770 -3.15411
H 6.36964 1.45368 2.56425
H -2.42436 4.00556 -2.51835
H 1.15069 2.30284 7.00980
H 1.17801 -4.53264 -4.03911
H 3.44027 0.43739 -4.09173
H -5.54652 -6.72622 -3.72699
O 1.52469 4.16899 4.37817
C 4.30908 0.97947 -4.46512
C 1.55901 2.61858 6.04975
H 1.18069 1.91478 5.30837
H -7.18657 0.96751 2.00135
C -6.84001 -0.00827 2.34171
H -4.67214 -4.31702 -4.15660
H 1.40623 6.13759 6.21831
H 5.04397 3.33957 1.60856
O 3.96294 2.32301 -4.06532
H 2.96312 -5.36007 -5.47298
H -4.10581 0.81945 -3.49966
C -6.15237 -5.84566 -3.51328
H -2.74166 1.54338 -5.32577
H -6.92582 -3.57693 -3.72042
H 4.14573 0.95974 -5.54263
H 1.40983 5.06891 7.50563
H -3.68103 -5.56494 -2.18705
H 6.62080 4.01223 3.19250
H 8.23685 4.15102 2.47932
C 1.71453 -6.19319 4.94895
C 1.06468 3.98860 5.63126
H 0.94658 0.18300 -0.74276
H 0.14745 -5.07548 -5.28959
C -5.29928 -4.56401 -3.29998
H -6.74207 -5.71075 -4.42001
O -3.79053 1.52587 -2.93118
H 2.58307 -4.57255 4.42761
H -3.74756 -3.89495 -2.05922
C 1.17232 -4.75255 -5.10668
H -8.36690 -0.33468 3.43545
H 7.50145 3.43924 0.32129
H 2.79815 4.97625 6.41727
H 7.99753 1.66660 2.18971
C 6.89189 3.14655 1.17620
H 7.00680 5.22561 1.97888
H 2.68354 -6.68532 4.86579
H -4.04238 3.86498 -1.85077
H -4.51492 2.93439 -4.27962
C 0.64362 -0.26485 0.20368
H 7.06186 0.89885 0.98513
H -4.83467 -4.77393 -1.09927
H -5.78099 0.03842 2.59547
H 4.10615 2.33811 -3.11618
C -3.60983 2.73180 -3.70703
C 7.01413 1.70164 1.72089
C 1.71887 5.12216 6.46172
O -7.42301 -0.47685 3.53765
H 1.27979 -6.02678 5.93455
H -0.02202 3.97682 5.71528
H 2.64267 2.52577 6.12150
H -6.86507 -6.10637 -2.73086
O 2.09602 -5.77020 -5.51225
```

The calculation puts the total energy at -36894.9274 eV. Its HOMO-LUMO gap is 10.2474 eV. Its structure (SMILES) is CC(C)O.CC(C)O.CC(C)O.CC(C)O.CO.CO.CO.CO.CO.



No. 7
Below is 2 unconnected molecules or ions with the total composition C12H20BCl2N2O2S, with properties calculated with ωB97M-V/def2-TZVPD.

```
40
C12H20BCl2N2O2S (ωB97M-V/def2-TZVPD)
H -4.54831 0.19112 0.03116
H 4.70444 -3.85261 2.82195
H -2.01519 2.17489 -0.54944
C 0.62590 0.87974 -2.33234
H 5.56815 -2.40697 3.34921
O 0.01204 3.37550 -1.95469
C -1.17247 1.46456 -0.70597
H -0.58236 -0.49283 -3.41991
C -0.68296 0.95433 0.67857
C 0.14685 2.06710 -1.39966
C 0.35655 -0.04544 0.78373
H -2.41455 0.44106 -4.13243
H 0.33803 0.06947 4.22648
C -4.33865 0.23933 -1.07123
C 0.00389 0.32534 3.19570
C 4.56160 -2.16331 1.47570
C -0.48217 -0.28376 -2.33921
H 1.46787 -1.08262 2.36904
H 0.81387 2.23422 -0.52061
N -1.63354 0.46575 -1.71353
H -0.66141 3.82551 -1.41667
H -2.08966 2.21936 1.69165
H 5.47665 -2.36129 0.91785
C 0.68463 -0.33957 2.14066
H 0.87826 -0.53978 -0.04804
H 4.41636 -1.08486 1.51995
N -0.99656 1.22904 3.15054
C 4.66362 -2.76529 2.85813
H -3.42710 -1.95953 -0.50578
H -4.48870 1.29793 -1.36644
S -2.24421 1.38774 -3.14440
Cl 3.21717 -2.86187 0.53194
H 1.56322 0.55288 -1.81664
O -2.64674 -1.66869 -1.01461
Cl 3.28996 -2.29853 3.89181
H -0.12850 -1.18715 -1.79607
C -1.26986 1.47840 1.85200
B -2.86647 -0.32711 -1.27993
H 0.97918 1.23104 -3.32798
H -5.07882 -0.38308 -1.63051
```

The calculation puts the total energy at -56393.4806 eV. Its HOMO-LUMO gap is 9.1691 eV. Its total charge is +1.



No. 8
Below is C2H3NO2S in the gas phase, with properties calculated with ωB97M-V/def2-TZVPD.

```
9
C2H3NO2S (ωB97M-V/def2-TZVPD)
O 1.26967 -0.18153 -0.43665
N -1.09486 1.92098 0.75141
H -0.35131 0.78140 -0.86877
O -0.21281 1.00700 1.05687
H -0.56760 -0.88118 0.06410
C -0.01355 0.12081 -0.08743
C -2.25017 2.11976 1.03747
H 1.66096 -0.93400 0.01821
S -3.71040 2.65588 1.28906
```

The calculation puts the total energy at -18539.4417 eV. Its HOMO-LUMO gap is 9.3446 eV. Its structure (SMILES) is OCON=C=S.



Max |F|, respectively: 0.0222; 0.0715; 0.0388; 0.0342; 0.0564; 0.0681; 0.0636; 0.0680 hartree/bohr.